Record 1
{
  "formula": "C25H48BO20",
  "method": "ωB97M-V/def2-TZVPD",
  "orbital_gap_ev": 5.80,
  "total_charge": -1,
  "elements": ["C", "C", "C", "C", "O", "O", "C", "O", "B", "O", "O", "H", "H", "H", "H", "H", "H", "H", "H", "C", "C", "O", "C", "O", "O", "C", "H", "H", "H", "H", "H", "H", "H", "H", "C", "C", "O", "C", "O", "O", "C", "H", "H", "H", "H", "H", "H", "H", "H", "C", "C", "O", "C", "O", "O", "C", "H", "H", "H", "H", "H", "H", "H", "H", "C", "C", "O", "C", "O", "O", "C", "H", "H", "H", "H", "H", "H", "H", "H", "C", "C", "O", "C", "O", "O", "C", "H", "H", "H", "H", "H", "H", "H", "H"],
  "xyz": [[-2.462, 2.468, 0.740], [-1.412, 2.437, 1.311], [-0.140, 2.212, 2.070], [0.010, 0.689, 2.062], [1.009, 0.193, 2.951], [0.372, -0.152, 4.166], [1.013, 3.065, 1.469], [1.834, 3.419, 2.574], [1.007, 3.254, 3.787], [1.049, 4.308, 4.803], [-0.334, 2.848, 3.293], [-3.450, 2.423, 0.375], [-0.941, 0.266, 2.384], [0.268, 0.324, 1.066], [0.102, 0.707, 4.534], [1.527, 2.639, 0.598], [0.685, 4.051, 1.107], [1.537, 2.272, 4.364], [0.555, 3.951, 5.538], [0.440, 0.281, -4.427], [-1.064, 0.363, -4.276], [-1.623, -0.875, -3.819], [-1.437, -1.134, -2.521], [-0.868, -0.429, -1.734], [-1.982, -2.323, -2.251], [-1.769, -2.761, -0.905], [0.713, -0.554, -5.076], [0.832, 1.204, -4.855], [0.925, 0.116, -3.466], [-1.521, 0.555, -5.247], [-1.356, 1.177, -3.611], [-2.109, -2.016, -0.189], [-0.716, -2.988, -0.746], [-2.350, -3.670, -0.766], [-6.822, -3.838, 3.504], [-6.509, -4.933, 2.505], [-7.089, -4.661, 1.221], [-6.465, -3.729, 0.500], [-5.478, -3.124, 0.821], [-7.137, -3.569, -0.644], [-6.624, -2.525, -1.474], [-7.900, -3.677, 3.567], [-6.446, -4.104, 4.492], [-6.371, -2.892, 3.209], [-6.948, -5.871, 2.841], [-5.435, -5.094, 2.409], [-5.564, -2.665, -1.675], [-6.797, -1.556, -1.008], [-7.170, -2.568, -2.414], [-4.422, -12.145, 3.195], [-4.341, -10.775, 3.836], [-5.139, -9.812, 3.135], [-6.452, -9.897, 3.336], [-7.015, -10.686, 4.049], [-7.044, -8.957, 2.596], [-8.470, -8.993, 2.639], [-4.157, -12.088, 2.138], [-3.744, -12.839, 3.692], [-5.431, -12.551, 3.255], [-3.318, -10.407, 3.785], [-4.625, -10.806, 4.888], [-8.834, -8.951, 3.664], [-8.839, -9.889, 2.142], [-8.827, -8.118, 2.101], [3.878, 6.016, 0.660], [4.116, 4.901, -0.332], [3.395, 5.115, -1.563], [3.901, 6.022, -2.380], [4.904, 6.672, -2.205], [3.101, 6.116, -3.448], [3.481, 7.134, -4.371], [2.811, 6.152, 0.836], [4.364, 5.782, 1.606], [4.271, 6.969, 0.302], [3.738, 3.971, 0.090], [5.178, 4.760, -0.537], [4.517, 7.015, -4.685], [3.331, 8.118, -3.928], [2.836, 7.035, -5.240], [7.695, 7.017, -1.980], [7.810, 5.685, -2.683], [8.755, 5.729, -3.771], [10.036, 5.720, -3.427], [10.481, 5.662, -2.310], [10.767, 5.795, -4.548], [12.171, 5.887, -4.318], [7.453, 7.806, -2.693], [6.920, 6.982, -1.222], [8.635, 7.292, -1.499], [6.853, 5.427, -3.129], [8.074, 4.884, -1.990], [12.522, 5.070, -3.691], [12.415, 6.846, -3.862], [12.658, 5.822, -5.288]]
}

---

Record 2
{
  "formula": "C25H48BrCeNO2P2",
  "method": "ωB97M-V/def2-TZVPD",
  "orbital_gap_ev": [4.58, 4.49],
  "total_charge": 4,
  "elements": ["Ce", "C", "O", "C", "O", "P", "C", "H", "C", "H", "C", "H", "C", "P", "H", "H", "C", "H", "C", "H", "H", "H", "C", "H", "H", "H", "C", "H", "H", "H", "C", "H", "H", "H", "C", "H", "H", "H", "C", "H", "H", "H", "C", "H", "H", "H", "C", "H", "C", "H", "H", "C", "H", "H", "H", "C", "H", "H", "H", "C", "H", "H", "H", "C", "H", "H", "H", "H", "H", "Br", "C", "C", "C", "C", "N", "C", "H", "H", "H", "H"],
  "xyz": [[0.475, -0.195, 0.136], [-1.306, -0.407, 1.633], [-2.148, -0.558, 2.440], [0.029, 0.759, -1.911], [-0.115, 1.272, -2.961], [-1.277, -1.961, -1.293], [-3.011, -1.552, -1.825], [-3.349, -2.423, -2.400], [-0.464, -2.496, -2.903], [-0.332, -1.535, -3.431], [-1.551, -3.456, -0.195], [-2.213, -3.049, 0.587], [0.911, 2.445, 2.981], [0.502, 2.509, 1.171], [-0.920, 4.419, 1.120], [-0.004, 2.029, 3.450], [1.512, 3.826, 0.388], [1.365, 4.675, 1.070], [0.948, -3.094, -2.726], [1.411, -3.232, -3.720], [0.919, -4.093, -2.261], [1.642, -2.462, -2.144], [-1.317, -3.395, -3.796], [-1.439, -4.405, -3.386], [-0.797, -3.493, -4.759], [-2.300, -2.960, -4.005], [-2.317, -4.572, -0.889], [-3.207, -4.206, -1.415], [-2.677, -5.266, -0.116], [-1.696, -5.164, -1.574], [-0.290, -3.992, 0.506], [-0.579, -4.852, 1.133], [0.208, -3.271, 1.180], [0.438, -4.352, -0.234], [-3.900, -1.417, -0.594], [-4.108, -2.352, -0.064], [-4.853, -0.956, -0.893], [-3.389, -0.793, 0.157], [-3.032, -0.312, -2.725], [-2.689, 0.577, -2.184], [-4.067, -0.117, -3.043], [-2.408, -0.425, -3.625], [1.145, 3.856, 3.556], [0.290, 4.529, 3.344], [2.092, 4.309, 3.196], [1.223, 3.729, 4.654], [2.074, 1.495, 3.298], [2.948, 1.691, 2.669], [-1.875, 2.976, -0.176], [1.822, 0.428, 3.209], [2.375, 1.674, 4.336], [-2.042, 3.008, 2.337], [-2.001, 1.889, -0.208], [-2.883, 3.414, -0.171], [-1.367, 3.235, -1.111], [-1.164, 3.343, 1.122], [-3.038, 3.442, 2.178], [-1.635, 3.436, 3.260], [-2.157, 1.924, 2.481], [0.986, 4.203, -0.999], [0.926, 3.333, -1.654], [1.672, 4.912, -1.468], [0.005, 4.675, -0.980], [3.010, 3.521, 0.305], [3.216, 2.673, -0.370], [3.451, 3.305, 1.290], [3.503, 4.419, -0.114], [-3.579, 1.097, 0.348], [-3.579, 0.760, -0.368], [5.563, 1.106, 1.772], [4.685, -0.478, 1.148], [5.221, -1.745, 1.288], [4.478, -2.868, 0.892], [3.215, -2.664, 0.337], [2.670, -1.418, 0.222], [3.437, -0.346, 0.541], [6.223, -1.851, 1.678], [4.879, -3.872, 1.026], [2.596, -3.481, -0.048], [3.015, 0.640, 0.295]]
}

---

Calculated values (hartree) of total energy for the records, taken in order: -2511.059949, -4916.722833.